(1)
{
  "formula": "C41H46NiP2",
  "method": "ωB97M-V/def2-TZVPD",
  "charge": 0,
  "orbital_gap_ev": [5.05, 7.45],
  "multiplicity": 3,
  "total_energy_ha": -3780.68878,
  "lumo_ha": [0.0148, -0.0032],
  "mol_weight_g_mol": 659.46,
  "relative_energy_kj_mol": 0.00,
  "species": ["Ni", "P", "P", "C", "C", "C", "C", "C", "C", "C", "C", "C", "C", "C", "C", "C", "C", "C", "C", "C", "C", "C", "C", "C", "C", "C", "C", "C", "C", "C", "C", "C", "C", "C", "C", "C", "C", "C", "C", "C", "C", "C", "C", "C", "H", "H", "H", "H", "H", "H", "H", "H", "H", "H", "H", "H", "H", "H", "H", "H", "H", "H", "H", "H", "H", "H", "H", "H", "H", "H", "H", "H", "H", "H", "H", "H", "H", "H", "H", "H", "H", "H", "H", "H", "H", "H", "H", "H", "H", "H"],
  "coordinates": [[0.01466, -0.04539, -0.23805], [1.57274, 0.04246, -1.67313], [-1.49417, -0.51195, -1.59404], [-3.94141, -4.38986, -1.15770], [-1.89364, 0.84436, -7.44029], [2.86378, 3.94255, -1.48803], [3.08586, -0.98010, -1.49526], [-2.79845, -2.78125, -2.55655], [1.20153, -0.34928, -7.30823], [-1.90799, -0.42716, -7.02313], [-2.45890, -2.04117, -1.41766], [-1.31866, -0.15407, 1.15263], [2.89697, 3.28127, -3.82579], [-3.54882, -3.95218, -2.42736], [-2.23454, 1.34993, 4.24378], [1.40278, 0.38089, 1.10245], [-4.95900, 1.49095, -2.54714], [5.47948, -1.31689, -1.65709], [0.29096, -1.18317, -8.16558], [2.18404, 1.70907, -2.12525], [-3.19220, 3.13591, -2.32049], [-3.45959, -0.77583, 3.92384], [-1.05925, -1.56444, -7.51355], [0.76157, -0.58939, -3.14486], [-4.53358, 2.82362, -2.56812], [2.41931, 2.01694, -3.47250], [4.06419, -3.08166, -0.78275], [-3.57835, -3.66283, -0.01682], [-2.71650, 0.78853, -1.98462], [-1.72981, -0.13138, 2.31327], [-1.07278, -0.80870, 4.63023], [4.35892, -0.50286, -1.83688], [-2.27556, 2.12389, -2.03559], [-0.99164, 1.46347, -8.47054], [3.12144, 4.24231, -2.82956], [0.36204, 1.98122, -7.92632], [-0.58836, -0.71343, -3.15118], [2.37575, 2.68453, -1.13047], [5.33415, -2.60329, -1.12608], [-2.10124, -0.09293, 3.73811], [1.22451, 0.98532, -7.20933], [-4.05261, 0.47459, -2.24177], [-2.81983, -2.50225, -0.14263], [2.93855, -2.27757, -0.96746], [-2.66523, 1.53116, -7.06462], [-1.40044, -0.77974, 5.67918], [3.04254, 4.69203, -0.71314], [-1.15696, -0.90565, -4.06742], [2.15751, 2.44822, -0.08814], [6.46461, -0.93746, -1.93003], [-0.09446, -0.31886, 4.58278], [-2.68334, -0.73599, -6.31331], [0.98933, 1.33513, 1.47739], [-3.88893, -4.00341, 0.97370], [-0.96459, -1.86160, 4.35264], [-2.99572, 1.88912, 3.67172], [-4.51878, -5.30946, -1.05744], [1.20185, -0.41157, 1.84332], [1.94489, -2.65000, -0.70082], [-5.25580, 3.61747, -2.76160], [-1.22306, 2.36419, -1.85274], [-2.54095, 1.34234, 5.29968], [-4.22895, -0.24616, 3.35149], [6.21613, -3.22340, -0.96356], [-5.99546, 1.23306, -2.75672], [-3.81920, -4.51543, -3.32043], [-3.74721, -0.75848, 4.98451], [1.38772, -0.83961, -4.00450], [-1.61874, -2.16385, -8.25443], [-2.50406, -1.92187, 0.73002], [0.81510, -2.12583, -8.39161], [-0.80621, 0.78908, -9.31477], [-0.86903, -2.24151, -6.66474], [3.08880, 3.51420, -4.87489], [3.95112, -4.08613, -0.37077], [2.23325, 1.26759, -4.24587], [-4.38448, -0.56626, -2.20497], [-3.42206, -1.82213, 3.60164], [2.01554, 1.45643, -6.61575], [1.97404, -0.93207, -6.78742], [-2.47843, -2.44578, -3.54233], [4.47195, 0.50553, -2.24341], [3.47896, 5.23444, -3.10642], [0.91271, 2.41240, -8.78102], [2.47725, 0.45952, 0.86781], [0.09751, -0.71033, -9.13503], [-1.51868, 2.33478, -8.89191], [-2.86313, 4.17546, -2.34652], [-1.28164, 1.88552, 4.17516], [0.17118, 2.82352, -7.24209]],
  "forces_ev_per_angstrom": [[0.34, 0.45, 2.84], [1.55, -0.12, -1.37], [-1.46, -0.17, -2.19], [0.10, 0.15, 0.01], [-0.46, -0.26, 0.19], [-0.03, -0.05, -0.16], [-0.04, -0.03, -0.05], [-0.27, -0.25, 0.23], [0.42, 0.33, 0.06], [-0.40, 0.32, -0.30], [0.10, -0.28, -0.20], [-0.97, 0.33, 2.66], [-0.11, 0.02, 0.31], [0.13, 0.12, 0.18], [0.02, 0.20, 0.02], [0.42, 0.19, 0.99], [0.23, 0.17, 0.11], [-0.20, -0.12, 0.09], [-0.18, -0.49, -0.24], [-0.27, -0.06, -0.15], [-0.01, -0.11, -0.01], [-0.27, -0.10, 0.15], [0.43, -0.16, -0.01], [-0.56, -0.17, -0.84], [0.03, -0.29, 0.05], [0.19, 0.30, 0.08], [0.01, 0.11, -0.12], [-0.03, -0.17, -0.32], [0.13, 0.02, -0.05], [0.62, 0.10, -0.84], [0.17, -0.07, 0.05], [-0.09, -0.22, 0.09], [-0.39, -0.21, -0.05], [0.18, 0.40, -0.37], [-0.11, -0.23, -0.08], [-0.47, 0.16, -0.08], [0.53, 0.04, -0.70], [0.14, -0.14, -0.28], [-0.16, 0.25, -0.01], [-0.32, -0.07, 0.40], [0.41, -0.37, -0.17], [-0.04, 0.20, -0.05], [-0.11, 0.14, -0.11], [0.28, 0.27, -0.16], [0.37, -0.38, 0.17], [-0.03, 0.04, -0.22], [-0.10, -0.23, -0.28], [0.51, -0.22, 0.04], [0.11, 0.08, -0.32], [-0.23, -0.14, 0.10], [-0.11, -0.12, -0.13], [0.19, 0.27, -0.12], [0.38, -0.25, 0.18], [0.14, 0.07, -0.32], [0.06, 0.14, -0.07], [0.15, 0.00, 0.03], [0.11, 0.26, -0.03], [0.38, 0.40, -0.02], [0.31, 0.12, -0.04], [0.24, -0.19, -0.01], [-0.33, -0.06, -0.02], [0.05, -0.02, -0.21], [0.08, -0.17, 0.03], [-0.26, 0.12, -0.07], [0.18, 0.13, 0.07], [0.05, 0.08, 0.26], [0.03, -0.01, -0.19], [-0.45, 0.07, -0.17], [0.02, 0.18, 0.30], [-0.25, -0.29, -0.30], [-0.15, 0.26, 0.03], [-0.21, 0.32, 0.26], [0.00, 0.13, -0.19], [-0.06, -0.02, 0.31], [0.04, 0.31, -0.11], [0.09, 0.28, 0.24], [0.08, 0.38, 0.00], [-0.04, 0.15, -0.03], [-0.21, -0.30, -0.01], [-0.32, 0.38, 0.04], [-0.18, -0.13, 0.21], [-0.01, -0.34, 0.15], [-0.04, -0.27, 0.08], [-0.01, -0.12, 0.30], [-0.27, 0.00, 0.22], [0.22, -0.25, 0.33], [0.17, -0.26, 0.08], [-0.08, -0.28, 0.02], [-0.15, -0.06, -0.09], [0.02, -0.19, -0.15]]
}


(2)
{
  "formula": "C24H68B3ClF12N5O7",
  "method": "ωB97M-V/def2-TZVPD",
  "charge": 1,
  "orbital_gap_ev": 9.17,
  "total_energy_ha": -3489.21176,
  "lumo_ha": -0.0916,
  "mol_weight_g_mol": 834.70,
  "species": ["Cl", "F", "F", "F", "F", "F", "F", "F", "F", "F", "F", "F", "F", "O", "O", "O", "O", "O", "O", "O", "N", "N", "N", "N", "N", "C", "C", "C", "C", "C", "C", "C", "C", "C", "C", "C", "C", "C", "C", "C", "C", "C", "C", "C", "C", "C", "C", "C", "C", "B", "B", "B", "H", "H", "H", "H", "H", "H", "H", "H", "H", "H", "H", "H", "H", "H", "H", "H", "H", "H", "H", "H", "H", "H", "H", "H", "H", "H", "H", "H", "H", "H", "H", "H", "H", "H", "H", "H", "H", "H", "H", "H", "H", "H", "H", "H", "H", "H", "H", "H", "H", "H", "H", "H", "H", "H", "H", "H", "H", "H", "H", "H", "H", "H", "H", "H", "H", "H", "H", "H"],
  "coordinates": [[-1.60806, -2.62605, -0.97928], [4.77834, -0.96391, 2.65357], [7.02795, 0.53500, -2.27947], [4.85654, -0.19307, -2.05598], [-3.92266, 2.63269, -1.37181], [3.08487, -0.94665, 4.10836], [-4.54962, 2.26155, 0.72663], [2.95468, -2.06109, 2.14538], [-2.55215, 1.50485, -0.01074], [-2.83347, 3.67766, 0.36247], [2.97096, 0.12894, 2.11317], [6.51912, -1.70324, -2.56605], [6.33909, -0.78152, -0.60553], [-4.46626, -3.80183, -4.06877], [-3.08779, 5.15279, 4.93807], [6.37377, 3.57536, 0.04394], [0.28135, -4.09652, 1.73314], [-0.44541, -0.06980, 2.82072], [-2.43977, 0.18309, -4.81280], [1.00496, 2.00124, -1.50721], [-1.52203, -5.38203, 0.41471], [-3.60378, -1.31338, -2.97788], [-2.47016, 2.87532, 3.66678], [1.13212, -1.05357, 0.51868], [5.31477, 1.25454, 0.71775], [4.49470, 2.16339, -0.18951], [-2.81414, 6.57383, 4.58833], [-1.32887, -1.15061, 3.20138], [-3.54236, 3.67792, 3.11622], [-4.75612, -3.47566, -2.71126], [-4.15216, 4.55411, 4.25300], [-0.72471, 1.11587, 3.51341], [7.26723, 4.49444, -0.55305], [1.70761, -0.16113, -0.55382], [-3.53971, 0.15862, -2.75973], [0.81254, -4.76058, 0.57995], [5.54635, 3.04701, -0.93927], [3.55982, 2.93370, 0.61765], [0.20097, -6.38985, -1.11418], [0.07822, 3.10061, -1.48325], [1.03444, -4.55230, 2.91532], [0.71847, 1.02271, -0.47795], [-4.10295, -5.19143, -4.10640], [-4.88283, -1.94761, -2.65658], [-1.64001, 0.82778, -5.81772], [1.87815, -0.70815, -1.90249], [-0.09573, -5.90938, 0.24748], [-2.39022, 0.79096, -3.53232], [-1.74324, 1.92801, 2.74087], [6.23327, -0.52893, -1.94011], [-3.47403, 2.55066, -0.10608], [3.44571, -0.98466, 2.83124], [0.35757, -1.51972, 0.06903], [1.11024, -6.98378, -1.00001], [-1.83973, -5.36073, 1.36243], [0.67177, 1.49710, 0.50567], [-2.81318, 2.24613, 4.40560], [4.67811, 0.99513, 1.46502], [-0.28095, 0.64605, -0.71461], [2.35552, -1.69708, -1.82799], [1.85341, -1.75155, 0.82764], [4.05103, 3.59041, 1.31772], [-5.67084, -3.92961, -2.33802], [-2.16304, 1.72350, -6.17855], [-0.91423, 2.71089, -1.70066], [0.41066, -5.63140, -1.85227], [2.86075, 2.25110, 1.10074], [-1.18830, 2.57544, 2.06251], [0.01634, 3.51514, -0.47120], [-2.60457, 1.86861, -3.55401], [0.94975, -5.60455, 3.16697], [-3.32892, -1.45221, -3.97464], [6.08884, 2.44045, -1.65585], [-3.38396, 0.32125, -1.69322], [0.94874, -1.02541, -2.34807], [0.69456, -4.09456, -0.28080], [-2.85455, -1.74770, -2.44004], [-1.83435, 3.53126, 4.14721], [5.00303, 3.81595, -1.50704], [-5.08202, -1.64416, -1.61663], [-1.44940, 0.62384, -3.03095], [-4.97317, -5.77309, -3.76492], [2.05934, -4.21932, 2.88065], [8.00941, 3.98925, -1.16745], [-4.33124, 3.04293, 2.71939], [0.00801, -6.68298, 0.98400], [6.66783, 5.13721, -1.21087], [-3.93703, -3.79508, -2.04885], [3.03667, 3.56336, -0.11664], [-2.69926, 6.79253, 3.54448], [-0.50800, -7.15089, -1.42097], [2.42631, 0.04356, -2.49628], [4.04231, 1.50870, -0.93648], [0.67533, -4.06588, 3.83361], [-2.14374, -5.99430, -0.10323], [-1.86102, 6.85500, 5.07764], [1.87632, -5.08210, 0.60325], [-2.37949, -1.03061, 2.99494], [2.63941, 0.20143, -0.22445], [-5.65923, -1.54437, -3.30758], [-1.32850, -1.24502, 4.27747], [-2.49338, 1.30597, 2.21794], [-0.59185, 0.89956, -5.52236], [-1.61698, 0.10971, -6.63305], [-3.23541, 4.27238, 2.27057], [-3.87909, -5.51229, -5.12881], [5.79108, 0.38565, 0.33528], [-4.50144, 0.54271, -3.10371], [-3.46590, 7.27189, 5.11346], [-4.80083, 3.98053, 4.93900], [-1.61906, -4.40987, -0.01275], [0.45999, 3.81105, -2.21554], [0.21820, 1.66025, 3.62800], [7.79937, 5.06118, 0.22008], [-3.32411, -5.38820, -3.38929], [6.03639, 1.86429, 1.14422], [-1.01743, -2.06023, 2.68899], [-4.79278, 5.30357, 3.70473], [0.87192, -0.47283, 1.34960], [-1.02898, 0.94484, 4.54100]],
  "forces_ev_per_angstrom": [[0.17, -0.11, 0.20], [2.43, 0.04, 0.11], [0.42, 0.62, -0.50], [-0.68, 0.46, -0.84], [-0.32, 0.54, -1.84], [-0.93, -0.03, 1.97], [-0.73, -0.29, 0.77], [-1.23, -2.43, -0.75], [0.81, -1.12, -0.06], [0.54, 1.23, -0.03], [-1.10, 1.74, -0.43], [0.21, -0.43, -1.14], [0.85, -0.31, 3.23], [0.27, -0.78, 0.75], [0.59, 1.99, -0.05], [0.44, 0.55, 0.26], [1.86, -0.98, 1.07], [-0.75, -0.85, 0.20], [0.50, 0.44, 0.00], [0.26, -0.47, 1.03], [0.29, -0.16, -1.53], [0.95, 0.33, -1.89], [1.00, -1.25, 0.75], [1.61, -0.24, -0.54], [0.17, 0.77, 0.70], [2.92, -1.03, -1.72], [0.93, -0.58, 2.05], [0.47, 0.12, 0.03], [-2.51, 0.66, 0.57], [0.31, 1.21, -0.68], [-0.28, 0.38, -1.81], [0.55, 0.24, 0.01], [0.16, 0.35, -0.01], [-1.54, 2.23, 1.36], [-0.17, 0.13, 0.47], [-0.42, 0.71, -0.26], [-1.62, -1.14, 0.17], [-1.40, 0.72, -0.30], [0.45, -1.63, -0.19], [0.48, -1.07, 0.37], [-0.64, 1.15, 0.79], [-0.27, 0.69, -2.13], [-1.41, 0.12, -0.27], [-0.21, -0.42, 1.16], [-0.59, -1.11, -0.25], [-0.05, -1.54, -0.56], [-0.30, 0.85, 0.90], [-1.17, -0.17, -0.28], [0.09, 0.87, -0.23], [-0.84, -0.42, -0.69], [-0.16, -0.50, 0.79], [0.78, 0.65, -0.77], [-0.94, -0.40, 0.30], [0.22, 0.14, -0.17], [0.11, 0.18, 0.82], [0.27, 0.02, 0.17], [-0.27, 0.56, 0.00], [0.06, -0.67, 0.31], [-0.27, -0.21, 0.31], [0.85, 0.58, -0.21], [-0.60, 0.62, 0.14], [0.18, 0.10, 0.40], [-0.31, -0.16, -0.18], [0.63, 0.10, 0.32], [-0.22, 0.28, -0.32], [-0.38, 0.28, -0.21], [-0.13, 0.33, 0.23], [-0.50, -0.26, -0.50], [0.16, 0.30, -0.11], [0.19, -0.15, -0.13], [-0.04, -0.43, -0.71], [-0.40, -0.09, 0.50], [0.26, -0.20, -0.10], [-0.34, 0.10, -0.10], [-0.78, 0.58, -0.40], [0.22, 0.38, 0.24], [0.38, -0.39, 0.53], [-0.05, -0.19, -0.12], [0.06, 0.13, 0.20], [-0.23, -0.12, -0.32], [0.59, -0.12, 0.09], [0.09, -0.04, -0.16], [0.44, -0.15, -0.52], [0.08, -0.22, -0.11], [0.19, -0.27, -0.05], [-0.07, -0.59, 0.30], [0.38, 0.32, 0.19], [-0.04, 0.10, -0.15], [-0.26, -0.08, 0.46], [-0.37, -0.30, -0.66], [-0.37, 0.14, -0.50], [-0.19, -0.84, 0.09], [-0.12, 0.19, 0.16], [-0.48, 0.26, -0.59], [-0.20, -0.09, -0.09], [-0.15, -0.73, -0.39], [-0.63, 0.28, 0.49], [-0.49, 0.72, -0.78], [1.15, 0.04, 0.73], [0.09, -0.17, -0.01], [0.57, -0.37, 0.46], [0.48, 0.49, 0.22], [-0.15, 0.69, 0.30], [-0.16, 0.03, -0.24], [0.62, 0.09, 0.05], [0.22, 0.36, 0.32], [-0.53, 0.50, -0.41], [0.15, 0.20, 0.19], [-0.81, -0.38, -0.41], [0.44, 0.17, -0.14], [0.10, -0.09, 0.11], [-0.32, 0.05, 0.14], [-0.02, -0.01, -0.28], [-0.37, -0.11, -0.14], [0.78, -0.08, 0.01], [-0.25, -0.39, -0.29], [0.29, 0.13, 0.15], [0.44, -0.63, 0.77], [-0.02, -0.79, -0.55], [-0.38, -0.46, 0.38]]
}


Q: Which formula does entry 2 have?
A: C24H68B3ClF12N5O7


Q: Number 1 is which compound?
A: C41H46NiP2